#A
An isolated molecule of C4H6OS. Source: the Open Molecules 2025 dataset; level of theory: ωB97M-V/def2-TZVPD.

Each line ends with the natural charge from an NBO analysis.
Atoms and positions in Å:
C -0.645 1.136 0.195  -0.03
C -0.494 -1.159 -0.136  -0.10
C 0.839 -0.713 0.539  -0.33
C 0.853 0.674 -0.190  -0.42
H -0.655 1.502 1.202  0.17
H -0.927 2.087 -0.609  0.19
H -1.286 -2.058 0.076  0.22
H -0.147 -1.420 -1.206  0.17
H 0.777 -0.477 1.509  0.19
H 0.492 0.436 -1.307  0.19
O -1.288 -0.031 -0.038  -0.54
S 2.481 0.022 -0.037  0.28

E_LUMO	0.464	eV
molecular weight	102.16	u
spin multiplicity	1
SMILES string	C1OC[C@H]2S[C@H]12
HOMO	-9.00	eV



#B
An isolated molecule of C4H6OS. Source: the Open Molecules 2025 dataset; level of theory: ωB97M-V/def2-TZVPD.

Each line ends with the natural charge from an NBO analysis.
Atoms and positions in Å:
C -0.361 1.232 1.864  -0.10
C -0.052 0.451 0.562  -0.08
C 0.417 -0.752 0.558  -0.31
C 0.529 -1.509 -0.701  -0.29
H -1.624 2.767 1.602  0.47
H 0.392 1.976 1.967  0.18
H -0.383 0.574 2.724  0.18
H -0.127 1.093 -0.290  0.21
H 0.508 -1.318 1.469  0.21
H 0.510 -2.640 -0.592  0.21
O -1.678 1.818 1.757  -0.72
S 0.685 -0.846 -2.165  0.04

E_LUMO	-0.568	eV
molecular weight	102.16	u
spin multiplicity	1
SMILES string	OC/C=C/C=S
HOMO	-8.70	eV



#C
An isolated molecule of C4H6OS. Source: the Open Molecules 2025 dataset; level of theory: ωB97M-V/def2-TZVPD.

Each line ends with the natural charge from an NBO analysis.
Atoms and positions in Å:
C 1.936 -0.026 -0.533  -0.66
C 0.538 0.077 0.098  -0.15
C -0.608 -0.352 -0.737  0.50
C -1.986 -0.539 -0.134  -0.71
H 2.046 0.785 -1.232  0.25
H 2.698 -0.105 0.219  0.23
H 1.981 -0.871 -1.122  0.23
H -1.909 -1.281 0.664  0.24
H -2.706 -0.894 -0.862  0.24
H -2.275 0.414 0.360  0.25
O -0.416 -0.504 -1.928  -0.51
S 0.263 0.689 1.577  0.11

E_LUMO	-1.218	eV
molecular weight	102.16	u
spin multiplicity	1
SMILES string	CC(=O)C(C)=S
HOMO	-9.02	eV



#D
A cluster of 2 separate species, C4H6OS in total. Source: the Open Molecules 2025 dataset; level of theory: ωB97M-V/def2-TZVPD.

Each line ends with the natural charge from an NBO analysis.
Atoms and positions in Å:
C -1.160 0.845 0.539  0.71
C 1.537 1.057 -0.162  -0.50
C -1.118 -0.171 -0.237  -0.54
C -0.463 -1.492 0.061  -0.61
O -1.418 1.859 1.009  -0.45
S 2.177 0.022 0.847  0.09
H 1.189 0.912 -1.193  0.19
H 1.280 2.128 0.165  0.20
H -1.112 0.225 -1.260  0.26
H -0.837 -1.886 0.918  0.21
H 0.603 -1.357 0.107  0.22
H -0.678 -2.143 -0.795  0.22

E_LUMO	-0.318	eV
molecular weight	102.16	u
spin multiplicity	1
SMILES string	CC=C=O.C=S
HOMO	-8.60	eV



Least stable structure: #A